Density functional theory data (ωB97M-V with the def2-TZVPD basis set) for a 6-piece molecular cluster, C20H56F12N4O4P2 overall in a non-equilibrium geometry.

Geometry as XYZ:
```
98
Properties=species:S:1:pos:R:3:forces:R:3
H -5.5103 -2.8976 1.3023 0.138 1.276 -0.019
H -4.5245 -6.7153 0.0298 -0.251 0.442 0.792
H -1.1712 3.2213 3.2366 0.782 0.262 0.002
H 1.2786 3.9297 1.8219 0.074 -0.097 0.657
H -3.9390 -4.9113 2.9736 0.407 0.014 -1.312
H 1.2313 0.6658 3.1545 0.358 -0.642 0.628
O -1.5883 1.4427 -4.5242 -0.748 -0.702 -1.115
C -5.3276 -6.1808 0.5970 1.022 1.039 -1.479
H 4.9457 -4.8398 -2.4512 -0.206 -0.234 -0.227
H -6.0801 -6.0079 -0.2158 0.091 -0.235 1.221
C 4.1726 -1.4066 -2.1755 -1.185 2.007 0.291
C 6.1717 -3.4064 -2.2032 -0.602 1.958 1.827
N 0.9591 2.6699 3.5456 -0.265 1.493 0.400
C -1.6211 3.6923 -0.8316 -0.608 0.820 -0.318
H -5.1068 -4.0230 -1.1224 0.475 0.227 0.991
P -2.0616 -0.6459 0.9902 0.515 -1.320 0.736
H 1.8625 3.0717 5.5271 0.244 0.151 -0.506
H 2.7650 1.6432 3.6444 -0.073 -0.549 -0.232
C -3.2281 3.0033 -2.5363 -0.049 0.504 1.246
H -5.8651 -8.0365 1.4517 0.169 0.822 0.255
C 6.0417 -0.5538 -0.8153 -1.298 0.448 0.454
H -3.6090 4.0224 -2.5514 -0.708 -0.189 -0.523
H -2.9704 -5.5939 1.5590 0.579 -1.526 -0.076
H -7.2877 -7.1134 3.0021 -0.247 -0.068 0.192
C 6.4057 -2.0295 -2.8117 1.528 0.068 -1.075
H -0.1524 4.3493 -2.8534 0.019 0.080 0.078
O 5.1180 -4.0002 -2.8866 -0.550 -0.427 0.181
F -3.4678 -1.4910 1.4826 1.064 1.266 -0.510
C -4.3031 -4.0778 -0.3514 0.901 -0.967 0.599
H -0.1793 0.4268 -3.2801 -0.242 0.660 -0.863
H 1.9579 1.7064 2.0254 0.531 0.049 -0.532
H -0.2377 1.8967 -1.6293 0.514 0.678 0.373
H -0.5183 1.9156 2.2336 0.122 -0.126 -0.836
F 2.4494 2.3226 -2.2996 -0.144 0.403 -0.370
C -5.9483 -3.8530 1.3995 1.218 -0.748 0.852
H -1.7525 5.1205 -2.8678 0.372 0.232 -0.796
H 7.0290 -3.9869 -2.2267 2.003 -1.058 -0.667
H -1.2980 0.8621 -5.2294 -0.334 0.013 -0.498
N -1.7795 3.2535 -2.2353 0.035 -2.535 -0.070
H -0.8334 6.1692 3.3952 -0.163 0.553 0.281
C -1.1974 4.2137 -3.1323 0.754 1.684 0.556
H -2.2488 4.5986 -0.7000 0.552 -0.526 0.251
H -3.3674 2.3989 -3.4472 0.134 0.528 0.512
H 5.0438 1.0983 -2.5475 0.239 -0.562 -0.118
C 1.4628 4.0012 2.9119 0.919 -2.143 -0.477
H -1.7381 1.2906 -1.7388 -1.670 -1.720 0.462
H -5.0520 -6.9523 2.6132 0.604 0.063 0.019
H 0.8274 1.6550 5.3414 0.116 0.020 0.077
H -1.9631 2.8499 -0.2505 -0.138 0.046 0.597
H 3.5264 -0.5079 -1.9554 0.593 -1.114 0.480
H 0.0999 3.2213 5.4089 -0.154 0.400 -0.017
H 7.4885 -1.6979 -2.7596 -1.229 -0.472 0.049
H 0.8282 5.2680 4.5471 0.530 -0.205 0.257
H 5.8372 -1.3437 -0.1031 0.749 -0.507 -0.166
H 5.1094 -0.0281 -3.9547 0.254 0.301 0.076
C -3.6139 -4.8366 1.8982 -1.484 0.882 0.635
H 6.1441 -2.1618 -3.9190 0.131 0.720 1.534
F -2.8300 0.0224 -0.2376 -0.955 -0.416 -0.315
H -3.6173 2.5277 -1.6071 0.010 -0.004 -0.993
H 6.6451 0.5785 -3.2076 -0.877 -0.267 0.124
F 3.0209 4.2254 -1.1043 -0.759 -0.071 0.057
H 3.9684 -1.5796 -3.2104 -0.215 -0.783 -0.516
H 3.9808 -2.2815 -1.5522 0.242 0.409 -0.083
H -3.4685 -4.6780 -0.7672 -0.506 0.161 0.239
F 3.1977 2.9204 0.7683 -0.221 0.239 0.125
H 7.0309 -0.1439 -0.8785 0.560 -0.172 0.283
F -1.2712 -1.3291 2.2428 0.025 0.589 -0.486
C 0.9660 2.6939 5.0430 -0.098 -0.562 0.282
H -0.5550 3.8382 -0.6974 -0.191 0.374 0.346
H -3.0590 -3.9546 1.6785 0.310 1.058 0.610
C -0.5790 1.4342 -3.5932 0.221 -0.362 2.280
N 5.5891 -0.9094 -2.1720 -0.728 -2.411 0.028
C -0.4719 2.3831 3.1895 -0.443 -0.324 0.172
H -1.2067 3.9598 -4.1729 -0.613 -0.289 -0.413
C 5.5896 0.2588 -3.0137 0.968 1.776 -1.376
H -6.7754 -3.9755 0.7395 -0.402 -0.254 -0.598
H 0.2312 2.0772 -3.9054 0.584 0.048 -0.058
F 2.7382 1.0664 -0.4742 -0.349 0.178 0.369
C 0.8778 5.1975 3.4651 -1.306 3.246 -0.084
H 5.3498 0.2109 -0.4675 0.117 0.441 -0.190
F -0.7447 0.2064 0.4501 0.169 -1.149 0.460
H -3.8481 -3.1451 0.0286 -0.653 -0.116 -0.789
H 6.0474 -3.3041 -1.0797 -0.529 -0.026 -0.956
N -4.7798 -4.7785 0.9545 -1.734 -0.082 -1.367
C -1.1060 1.9178 -2.2581 1.936 0.543 -1.059
H -6.2974 -3.9699 2.4271 0.398 -0.594 -0.159
H 1.4532 6.0730 3.0685 0.107 -0.771 0.558
C -5.7372 -6.9735 1.7821 -2.942 -0.832 0.472
P 2.8211 2.6816 -0.7772 1.390 -1.084 -0.342
F 4.4251 2.4478 -1.0983 -0.384 0.061 -0.025
F 1.2155 2.8357 -0.4407 0.858 0.257 0.225
H 2.5601 4.0376 3.0732 -0.623 -0.264 -0.108
F -1.6765 -1.9900 0.1333 -0.095 0.966 -0.270
O -0.4559 5.4032 2.9790 0.021 -1.079 -0.441
F -2.3830 0.6152 1.9158 -0.889 0.032 0.336
H -0.8367 1.6546 3.9032 0.059 -0.296 0.053
O -7.0616 -6.4888 2.3103 1.999 -0.377 -1.057
C 1.8388 1.5529 3.0767 -0.848 0.770 -0.095
```
Forces are in eV/Å.

Strongest force on any atom   0.068 hartree/bohr
E   -3196.53795 hartree
Molar mass   706.62 g mol⁻¹
Net charge   +2
2S+1   1
Orbital gap   11.55 eV

Löwdin population analysis, charges in e, atoms 1 to 2:
1. H 0.068
2. H 0.147